Record 1
Formula: C11H10ClCuN
Source: the Open Molecules 2025 dataset
Level of theory: ωB97M-V/def2-TZVPD

Calculated values
Energy above the lowest of the compared OMol25 structures with the same formula, charge and spin (kJ/mol): 4.7
Total charge: -2
Multiplicity: 2
HOMO (alpha / beta) (eV): 2.8 / -0.7
Lowest unoccupied orbital energy (alpha / beta) (Eh): 0.20414 / 0.20761
⟨S²⟩: 0.7506

Each line ends with the Mulliken charge.
Positions of all 24 atoms, in Å:
C 0.19 -1.10 2.63  -0.81
C -0.22 0.11 1.93  -0.24
C 0.95 0.57 1.18  0.10
H -1.07 0.73 2.13  0.53
C 2.00 -0.41 1.38  -1.01
C 1.56 -1.38 2.31  -0.56
H 2.19 -2.17 2.69  0.39
H -0.39 -1.63 3.39  0.34
H 1.15 1.58 0.82  0.58
H 2.99 -0.30 0.94  0.39
Cu -0.42 0.26 -0.24  -1.99
Cl 0.16 -2.13 -1.46  0.25
C -1.18 0.51 -2.25  -1.09
C 0.09 1.17 -2.27  -0.28
C 0.09 2.16 -1.26  -0.55
H 0.89 1.00 -2.98  0.56
C -1.18 2.11 -0.59  -0.78
C -2.00 1.15 -1.27  -0.45
H -3.03 0.89 -1.02  0.43
H -1.51 -0.22 -2.97  0.57
H 0.90 2.85 -1.05  0.55
H -1.49 2.75 0.24  0.53
N -0.45 -4.81 -1.08  -0.91
C -0.21 -3.67 -1.22  1.44


Record 2
Formula: C7H11Cl2O4P
Source: the Open Molecules 2025 dataset
Level of theory: ωB97M-V/def2-TZVPD

Calculated values
Energy above the lowest of the compared OMol25 structures with the same formula, charge and spin (kJ/mol): 86.0
Total charge: -2
HOMO (alpha / beta) (eV): 0.3 / 0.3
Lowest unoccupied orbital energy (alpha / beta) (Eh): 0.18876 / 0.18876

Each line ends with the Mulliken charge.
Positions of all 25 atoms, in Å:
C 1.50 -0.58 1.21  -0.40
C -1.00 0.27 0.48  0.42
C 1.93 -1.98 0.96  -1.33
C 2.36 0.52 0.61  -0.89
C -2.20 -0.68 0.16  -0.61
C 2.20 0.57 -0.90  0.27
C -3.26 0.08 -0.46  -0.47
O -2.32 2.48 0.39  -0.83
O 0.24 2.70 0.01  -0.73
O -1.10 1.48 -1.73  -0.72
O 0.02 -0.50 0.89  -0.11
P -0.99 1.93 -0.29  0.57
Cl 3.54 1.35 -1.67  -0.32
Cl -4.62 -1.15 -0.74  -0.36
H 1.43 -2.60 0.23  0.35
H 1.95 -2.75 1.73  0.32
H 2.94 -2.09 0.60  0.39
H 1.96 1.47 1.00  0.35
H 3.39 0.27 0.75  0.52
H -1.90 -1.44 -0.44  0.39
H -2.51 -1.27 1.03  0.37
H 1.20 1.15 -1.07  -0.10
H 2.09 -0.45 -1.40  0.21
H -3.07 0.44 -1.46  0.35
H -3.78 0.79 0.12  0.37


Record 3
Formula: C22H22ClF2InN2O3
Source: the Open Molecules 2025 dataset
Level of theory: ωB97M-V/def2-TZVPD

Calculated values
Total charge: -2
HOMO (eV): 0.4
Lowest unoccupied orbital energy (Eh): 0.13593

Each line ends with the Mulliken charge.
Positions of all 53 atoms, in Å:
C 3.90 2.39 1.54  -1.44
C 2.89 1.44 0.89  0.06
N 1.61 2.09 0.65  -0.56
In 0.64 1.29 -1.09  0.37
C -1.43 2.27 -1.20  -0.91
C -2.17 2.11 0.02  0.55
O -1.94 2.44 1.14  -0.55
Cl -3.86 1.23 -0.16  -0.41
C 1.75 1.87 -2.95  0.56
O 1.80 1.03 -3.88  -0.69
O 2.24 3.02 -2.92  -0.69
C 0.43 -0.93 -0.76  0.10
C -0.57 -1.65 -1.44  -0.49
C -0.73 -3.01 -1.25  -0.42
C 0.13 -3.66 -0.37  -0.26
C 1.10 -2.90 0.26  -0.41
N 1.26 -1.59 0.08  -0.25
H 4.17 3.19 0.85  0.33
H 3.48 2.81 2.45  0.32
H 4.82 1.84 1.80  0.40
H 2.74 0.58 1.55  0.17
H 3.35 1.04 -0.03  0.17
H 1.77 3.08 0.51  0.15
H -1.24 3.33 -1.33  0.19
H -1.98 1.89 -2.05  0.40
H -1.24 -1.14 -2.13  0.29
H -1.49 -3.57 -1.78  0.34
H 0.04 -4.72 -0.17  0.34
H 1.79 -3.37 0.95  0.36
F -1.82 4.92 -2.67  -0.30
C -3.07 4.84 -3.15  0.39
C -4.11 4.55 -2.28  -0.26
C -5.39 4.46 -2.80  -0.41
C -5.63 4.66 -4.15  -0.49
C -4.57 4.94 -5.00  -0.25
C -3.28 5.03 -4.50  -0.56
H -3.91 4.38 -1.23  0.40
H -6.21 4.22 -2.13  0.35
H -6.64 4.58 -4.54  0.35
H -4.74 5.09 -6.06  0.34
H -2.43 5.25 -5.14  0.42
F 1.15 -5.24 2.22  -0.22
C 1.77 -5.51 3.38  0.37
C 1.51 -4.71 4.47  -0.40
C 2.15 -4.99 5.67  -0.30
C 3.02 -6.06 5.76  -0.58
C 3.27 -6.86 4.65  -0.28
C 2.63 -6.58 3.44  -0.48
H 0.83 -3.87 4.37  0.46
H 1.96 -4.37 6.53  0.34
H 3.52 -6.28 6.70  0.35
H 3.96 -7.69 4.71  0.34
H 2.81 -7.19 2.56  0.40


total charge of number 1 (C11H10ClCuN)?
-2


Copy entry 3 word for word.
Formula: C22H22ClF2InN2O3
Source: the Open Molecules 2025 dataset
Level of theory: ωB97M-V/def2-TZVPD

Calculated values
Total charge: -2
HOMO (eV): 0.4
Lowest unoccupied orbital energy (Eh): 0.13593

Each line ends with the Mulliken charge.
Positions of all 53 atoms, in Å:
C 3.90 2.39 1.54  -1.44
C 2.89 1.44 0.89  0.06
N 1.61 2.09 0.65  -0.56
In 0.64 1.29 -1.09  0.37
C -1.43 2.27 -1.20  -0.91
C -2.17 2.11 0.02  0.55
O -1.94 2.44 1.14  -0.55
Cl -3.86 1.23 -0.16  -0.41
C 1.75 1.87 -2.95  0.56
O 1.80 1.03 -3.88  -0.69
O 2.24 3.02 -2.92  -0.69
C 0.43 -0.93 -0.76  0.10
C -0.57 -1.65 -1.44  -0.49
C -0.73 -3.01 -1.25  -0.42
C 0.13 -3.66 -0.37  -0.26
C 1.10 -2.90 0.26  -0.41
N 1.26 -1.59 0.08  -0.25
H 4.17 3.19 0.85  0.33
H 3.48 2.81 2.45  0.32
H 4.82 1.84 1.80  0.40
H 2.74 0.58 1.55  0.17
H 3.35 1.04 -0.03  0.17
H 1.77 3.08 0.51  0.15
H -1.24 3.33 -1.33  0.19
H -1.98 1.89 -2.05  0.40
H -1.24 -1.14 -2.13  0.29
H -1.49 -3.57 -1.78  0.34
H 0.04 -4.72 -0.17  0.34
H 1.79 -3.37 0.95  0.36
F -1.82 4.92 -2.67  -0.30
C -3.07 4.84 -3.15  0.39
C -4.11 4.55 -2.28  -0.26
C -5.39 4.46 -2.80  -0.41
C -5.63 4.66 -4.15  -0.49
C -4.57 4.94 -5.00  -0.25
C -3.28 5.03 -4.50  -0.56
H -3.91 4.38 -1.23  0.40
H -6.21 4.22 -2.13  0.35
H -6.64 4.58 -4.54  0.35
H -4.74 5.09 -6.06  0.34
H -2.43 5.25 -5.14  0.42
F 1.15 -5.24 2.22  -0.22
C 1.77 -5.51 3.38  0.37
C 1.51 -4.71 4.47  -0.40
C 2.15 -4.99 5.67  -0.30
C 3.02 -6.06 5.76  -0.58
C 3.27 -6.86 4.65  -0.28
C 2.63 -6.58 3.44  -0.48
H 0.83 -3.87 4.37  0.46
H 1.96 -4.37 6.53  0.34
H 3.52 -6.28 6.70  0.35
H 3.96 -7.69 4.71  0.34
H 2.81 -7.19 2.56  0.40


Which formula does entry 1 have?
C11H10ClCuN


Which formula does entry 2 have?
C7H11Cl2O4P